Entry 1:
A molecular structure, C18H50AsF6N2O18P4V, computed with ωB97M-V/def2-TZVPD.

```
100
Properties=species:S:1:pos:R:3:forces:R:3
H -10.077710 -19.810500 -22.144870 -0.1 0.0 0.1
O -9.557700 -15.733620 -21.535110 -1.5 2.3 1.1
H -10.675510 -12.063460 -22.550940 -0.4 -0.1 0.0
H -9.860200 -12.484060 -18.389020 0.0 -0.2 -0.2
O -14.591550 -18.184450 -17.874250 -1.3 -0.1 0.3
O -11.457810 -17.343020 -17.463000 -0.5 0.6 -1.2
V -13.073260 -16.949900 -18.917380 -0.9 -0.9 0.6
C -8.731070 -16.649060 -20.818550 -0.8 -1.6 0.4
O -13.697090 -21.021150 -20.100970 1.9 1.7 0.8
O -12.283090 -18.893500 -19.478980 0.8 -3.8 -0.7
H -13.383410 -13.759800 -18.988640 0.0 -0.3 -0.4
H -11.761820 -18.099790 -14.018030 0.3 0.6 -0.3
H -14.975770 -19.634740 -24.204620 0.1 0.2 0.2
H -15.314830 -21.079950 -23.268900 -0.9 0.5 0.4
O -17.035550 -17.601170 -17.072280 1.4 -0.1 -1.0
H -9.312780 -12.913440 -21.988200 0.0 -0.7 0.2
F -11.840470 -13.624380 -15.582290 -2.1 -1.1 0.0
H -15.932790 -11.545720 -20.494340 0.4 -0.5 -0.3
H -14.735700 -22.557010 -20.858660 0.4 -0.3 -0.3
H -16.554970 -20.603500 -19.950470 0.4 0.9 -0.9
F -14.994620 -15.451790 -15.335260 1.7 0.7 -0.4
C -10.619380 -21.161000 -17.849220 2.2 -0.9 0.3
H -13.717700 -12.123840 -19.323830 0.0 0.2 -0.3
C -9.125780 -18.582250 -15.092290 -0.4 -0.1 -0.3
C -18.298100 -17.938490 -16.550090 -1.4 -1.4 1.3
C -13.943640 -22.422180 -20.122070 -0.4 0.0 0.5
H -18.930590 -17.188260 -16.075530 0.8 1.4 -0.9
C -16.359370 -16.131300 -22.388860 -1.2 2.1 -0.6
O -11.855300 -21.354320 -18.446950 -1.8 1.5 -1.8
H -16.119350 -11.471170 -18.794400 -0.1 -0.2 0.3
O -11.664020 -15.766060 -19.843640 2.1 2.1 -2.3
H -14.392180 -22.697260 -19.167480 0.3 -0.2 0.1
H -14.409820 -18.773290 -14.228120 0.3 0.1 -0.8
H -10.051690 -22.062350 -18.080280 0.3 -0.1 0.2
O -11.240020 -20.975230 -20.886250 -1.1 0.9 2.0
H -13.247870 -15.489310 -22.552140 -1.0 0.1 0.2
C -10.311420 -13.078580 -22.392620 -0.1 1.1 -0.6
H -12.434150 -18.583360 -15.604920 0.0 0.2 0.2
H -9.474130 -17.243300 -20.286720 0.4 -0.5 0.5
O -15.032890 -15.605820 -19.042610 -1.5 1.6 0.1
O -16.467290 -19.966730 -18.112100 0.8 0.9 3.2
C -16.970050 -19.767840 -19.387030 -0.9 -0.2 -0.8
H -12.253320 -15.838310 -23.776980 0.2 -1.2 -0.5
N -10.400950 -18.184700 -15.713310 1.5 -0.1 1.5
H -17.276940 -12.377830 -19.793470 0.0 -0.3 0.2
O -15.982520 -17.472180 -22.541710 0.5 -1.3 1.0
F -13.044950 -15.400090 -16.997170 -0.3 1.0 1.1
H -10.299610 -13.573620 -23.363640 0.2 -0.2 0.2
H -10.909700 -21.177910 -22.892880 -0.1 0.0 0.1
H -8.293330 -18.074160 -15.579090 0.0 -0.2 0.0
P -12.247450 -20.402310 -19.694940 -1.0 0.1 -0.9
C -15.795210 -14.618290 -19.093650 1.3 1.5 -0.7
H -11.824400 -19.700570 -22.472660 0.0 0.0 0.1
H -10.040820 -20.350950 -18.293300 -0.2 0.3 0.3
O -15.698980 -19.377890 -15.803260 -0.2 0.0 -2.7
C -13.945950 -13.129360 -19.677280 -0.5 0.2 1.0
O -14.015860 -17.440980 -20.729900 -1.7 -0.5 -0.8
F -14.289280 -13.307310 -16.326530 0.5 -0.1 -0.3
H -18.942520 -18.455740 -17.260920 0.3 0.0 -0.2
C -11.014960 -20.366250 -22.173000 0.0 0.1 0.2
C -16.221540 -12.154440 -19.637490 -0.3 -0.1 0.4
H -9.077180 -18.407310 -14.017520 -0.3 0.5 -0.1
N -15.388890 -13.351550 -19.455240 0.9 -0.9 -0.4
H -13.652050 -13.253050 -20.719590 0.0 -0.1 0.1
H -15.632270 -17.546680 -14.797400 0.6 0.1 -0.2
H -16.820900 -18.715990 -19.630870 0.4 -0.3 -1.2
H -8.245620 -17.322860 -21.524540 0.1 0.4 -0.1
P -14.576850 -17.979660 -21.983110 2.4 1.2 -2.3
C -10.412640 -17.549240 -16.894530 -0.3 -0.6 2.1
H -18.234710 -18.546690 -15.647780 0.6 -0.8 -0.2
H -13.857220 -20.904370 -23.779190 1.7 1.1 0.9
O -14.578490 -19.562250 -22.138370 0.6 1.6 0.4
F -12.628910 -15.834100 -14.504890 -0.6 1.3 -1.2
H -16.047650 -18.899380 -13.828370 -0.4 -0.4 -0.2
P -10.626540 -14.918550 -20.566400 -0.3 -0.5 0.1
H -17.345650 -16.015720 -21.939440 0.3 -0.5 1.0
As -13.430230 -14.518130 -15.449030 -0.4 -0.7 2.5
H -16.878240 -14.550790 -18.907400 0.1 -1.0 0.2
H -13.020140 -22.974170 -20.296880 -0.3 -0.2 -0.2
H -16.613890 -15.645480 -23.330830 0.6 -0.6 -0.8
H -9.701140 -14.092880 -17.573470 0.7 0.6 0.3
C -10.121440 -13.541970 -18.414860 -0.6 0.0 3.2
H -10.669870 -21.102890 -16.761950 -0.4 0.4 -0.1
H -18.044620 -19.942840 -19.439830 -0.2 0.1 0.5
C -15.399110 -18.601510 -14.652250 -0.6 0.7 1.1
H -9.054160 -19.667140 -15.169720 0.4 -0.1 -0.3
P -15.864460 -18.706830 -17.304230 0.2 -0.6 2.6
O -13.570420 -17.490600 -23.197120 0.0 0.2 0.3
H -9.394120 -17.234380 -17.169640 -0.2 0.1 -0.6
F -13.913370 -13.707260 -13.886120 1.1 -0.9 -2.1
H -11.155350 -13.715620 -18.116550 -0.5 0.3 -1.0
H -11.405600 -19.658020 -14.660750 0.1 -0.2 -0.2
C -13.275610 -16.067200 -23.475930 0.0 -0.5 0.8
H -8.015130 -16.251450 -20.099210 -0.1 0.6 -0.4
C -11.560210 -18.619800 -14.954540 -0.6 -0.6 -0.7
O -9.654520 -14.199260 -19.531750 -0.1 -1.2 -3.0
C -14.623070 -20.243970 -23.372430 -1.9 -1.5 -1.7
H -13.935370 -15.715000 -24.268880 -0.2 0.1 0.4
H -15.613160 -15.458850 -21.965680 0.0 -0.5 0.6
O -11.251030 -13.734720 -21.516980 1.0 -2.2 1.2
```
Positions in Å, forces in eV/Å.

Output
Expectation value of S² = 3.752
E = -199306.145 eV
Highest occupied orbital energy (alpha / beta) = -9.589 / -11.653 eV
Multiplicity = 4
Frontier orbital gap (alpha / beta) = 7.911 / 9.972 eV
Total charge = +1
LUMO (alpha / beta) = -1.68 / -1.68 eV


Entry 2:
13 unconnected molecules or ions with the total composition C5H36N2O13, computed with ωB97M-V/def2-TZVPD.

```
56
Properties=species:S:1:pos:R:3:forces:R:3
H -0.537662 -1.983055 2.804290 0.7 0.6 0.1
C 0.033720 -0.795927 1.034606 -1.6 -0.3 1.5
H 0.411694 0.901749 -2.493843 -0.1 -0.6 -0.5
H 4.749817 0.524061 -2.082878 -0.1 0.2 -0.1
O 1.827074 -2.778240 -1.584485 0.1 -0.7 0.0
O -0.239859 1.572585 -2.322124 0.2 0.9 0.4
O 3.913191 0.171514 -1.767948 -0.5 0.9 -0.3
H 2.009778 -2.376730 2.069375 0.0 0.3 0.0
C 1.135327 -2.960058 1.781021 0.0 -0.3 0.7
H -4.177210 -2.095840 -2.029071 -0.2 0.0 0.0
H 3.509283 -0.588117 2.655791 -0.1 0.0 0.1
H 2.019444 1.923281 1.213695 -0.1 0.0 -1.2
H 2.582182 -2.202784 -1.532047 0.3 0.4 -0.3
O -4.112962 -1.162300 -1.802582 0.3 -0.2 -0.2
C -1.179851 0.045683 1.473239 0.3 1.9 -2.4
H 4.513870 0.208465 1.919730 0.0 0.2 0.1
H 4.252950 -2.913632 -0.245352 0.1 0.0 0.2
H 0.961749 -0.304716 1.343768 -0.1 -0.1 -0.2
H -0.119081 2.283827 0.931793 -0.4 0.1 -0.1
H 5.192860 -1.857237 0.392046 -0.2 -0.1 0.2
N 0.031615 -0.973364 -0.400339 -0.7 -0.6 1.0
O -0.527604 -1.904490 -2.315912 -0.8 -0.3 0.6
O -1.515240 3.762376 -1.478477 0.0 1.0 -0.3
H -3.515988 2.849857 0.597928 -0.1 -0.5 0.1
H -0.223544 0.450634 3.207521 -0.2 0.1 0.3
H 4.153353 -0.673683 -1.406720 0.4 -1.0 0.5
H 0.330307 2.338206 -0.574905 -0.3 -0.4 0.3
O 4.463421 -0.503284 2.570182 0.1 -0.2 -0.3
H -3.131160 4.111721 -0.119572 0.0 -0.1 0.3
O -3.996794 0.592263 0.339895 -0.3 0.2 -0.3
H 1.352852 -3.399146 0.807924 -0.1 0.0 0.0
H 0.714902 -0.535141 -0.983610 0.4 0.2 0.1
O -3.170964 1.826753 -2.605671 0.5 0.1 0.7
H -2.066526 -0.557369 1.274606 -0.2 -0.2 1.0
H -1.656478 4.715933 -1.417542 -0.3 0.0 0.0
H -4.447770 0.153616 -0.404010 0.3 -0.1 0.2
N -1.015009 0.831001 2.696855 0.2 -1.0 0.1
H -4.316704 0.121105 1.113767 -0.1 0.1 0.1
H 1.076802 -3.748615 2.539594 -0.1 -0.1 -0.3
H -2.552434 2.536453 -2.340816 0.0 0.3 -0.6
H -3.587169 1.718164 -1.741958 -0.4 -0.4 -0.1
H -3.293025 -0.885673 -2.234490 -0.1 0.2 -0.1
O 4.783185 -2.133024 -0.437344 0.0 0.0 -0.2
H -0.954042 -2.773000 1.441745 0.0 0.4 -0.8
O 2.647446 1.202055 1.088389 1.0 -0.9 1.4
O -3.352792 3.779949 0.757369 -0.2 0.4 -0.1
C -0.743055 -1.808982 -1.088926 0.4 0.9 -2.3
C -0.145244 -2.120785 1.787071 0.8 -1.1 0.2
H 2.765425 0.857359 0.200828 -0.4 0.8 -0.4
H -1.145574 1.251715 -2.441574 0.2 -0.4 -0.2
H -0.561657 3.735532 -1.604659 0.1 -0.5 0.0
O 0.464512 2.725261 0.304603 0.6 0.3 0.1
H -1.831039 0.743705 3.288462 0.1 0.1 0.1
H -1.615190 -2.321815 -0.684400 0.3 0.0 0.7
H -1.326749 0.810533 0.686597 0.1 -0.3 -0.1
H 1.161617 -2.388348 -2.181434 0.3 -0.1 0.0
```
Positions in Å, forces in eV/Å.

Output
E = -35367.547 eV
Highest occupied orbital energy = -9.772 eV
Multiplicity = 1
Frontier orbital gap = 9.950 eV
Relative energy (zero: lowest compared OMol25 entry of this formula, charge and spin) = 3.347 eV
LUMO = 0.18 eV